# 1
5 unconnected molecules or ions with the total composition H12NO4 in a non-equilibrium geometry, computed with the ωB97M-V functional and the def2-TZVPD basis.

For the energy relative to the best compared isomer or geometry (same formula, charge and spin), the calculation gives 23.9 kcal per mole. The calculation puts the frontier orbital gap at 12.0 eV. The total energy comes out at -362.6797 a.u. Its LUMO energy is -0.1133 hartree.

```
! RIJCOSX wB97M-V def2-TZVPD def2/J DEFGRID3
* xyz 1 1
N 0.23049 0.07633 1.01288
H -0.17952 -0.63795 0.29448
H -0.06319 1.04284 0.87203
H 1.21406 0.07179 1.29466
H -0.12128 -0.10171 1.95830
H -4.26520 -2.40082 -2.08253
H -3.27716 -3.37600 -1.30196
O -3.35473 -2.55771 -1.78911
H 0.81509 3.71823 0.96203
H 1.51616 3.28407 -0.35164
O 1.02275 2.96806 0.39353
H 2.19955 1.53605 0.50591
H 3.76144 1.13085 0.84598
O 2.95600 0.97858 0.34638
H -0.18870 -2.35410 -1.00896
H -1.52727 -1.74697 -1.25203
O -0.73850 -1.63153 -0.69995
*
```

---

# 2
A molecular structure, H12NiO6 in a non-equilibrium geometry, computed with the ωB97M-V functional and the def2-TZVPD basis.

For the energy relative to the best compared isomer or geometry (same formula, charge and spin), the calculation gives 11.6 kcal per mole. The calculation puts the frontier orbital gap (spin up / spin down) at 12.9 / 12.4 eV. The total energy comes out at -1966.3915 a.u. The expectation value of S² is 2.003. Its LUMO energy (spin up / spin down) is -0.2660 / -0.2849 hartree.

```
! RIJCOSX wB97M-V def2-TZVPD def2/J DEFGRID3
* xyz 2 3
Ni -0.08668 -0.08384 -0.12926
O 1.13932 -0.08984 -1.68026
H 2.06732 0.21516 -1.74626
H 0.70332 0.26016 -2.49426
O 1.11832 1.46616 0.71674
H 1.37732 2.06416 -0.05626
H 1.71132 1.58716 1.45074
O -1.41368 1.21516 -0.97926
H -2.16068 1.02216 -1.51726
H -1.61168 2.04116 -0.57226
O 1.23132 -1.29884 1.17474
H 2.16732 -1.20184 1.13274
H 1.11432 -1.34984 2.12574
O -1.22168 -0.08284 1.51074
H -2.15268 0.05516 1.63474
H -0.82768 0.34116 2.28074
O -0.92268 -1.68584 -1.00026
H -1.78968 -1.99284 -0.63526
H -0.44268 -2.48184 -1.21626
*
```

---

# 3
A molecular structure, H12O22S4Zn in a non-equilibrium geometry, computed with the ωB97M-V functional and the def2-TZVPD basis.

The calculation puts the frontier orbital gap at 2.7 eV. The total energy comes out at -5033.6090 a.u. Its LUMO energy is 0.3591 hartree.

```
! RIJCOSX wB97M-V def2-TZVPD def2/J DEFGRID3
* xyz -6 1
Zn 17.12550 -18.47524 3.66254
S 16.83641 -15.43253 0.06239
O 15.91654 -16.35979 -0.61720
O 16.33875 -14.06715 -0.05053
O 16.78729 -15.76380 1.48958
O 18.15479 -15.56926 -0.44557
S 15.82608 -16.52654 8.11186
O 16.00266 -15.14150 8.48932
O 14.40887 -16.77020 7.87477
O 16.51927 -16.78687 6.87756
O 16.25863 -17.37599 9.20230
S 12.24825 -18.97529 3.07267
O 11.54172 -20.19567 3.29446
O 13.64079 -19.07745 3.41685
O 12.21551 -18.58575 1.67158
O 11.58037 -17.96945 3.88895
S 19.68591 -21.20962 6.54322
O 19.43666 -20.86961 7.94043
O 20.79681 -20.34562 6.15287
O 20.06785 -22.61689 6.44314
O 18.55936 -20.87943 5.69305
O 21.16621 -21.15742 1.16558
H 21.95755 -20.67957 1.41391
H 20.49712 -20.47980 1.06877
O 13.57577 -14.13132 4.31347
H 13.53232 -13.41327 3.68200
H 14.37761 -14.60227 4.08655
O 19.18680 -14.23511 4.83363
H 18.44000 -14.54832 4.32331
H 19.41572 -14.97148 5.40072
O 20.28809 -17.83638 3.09305
H 20.90350 -18.24081 3.70456
H 20.84196 -17.35577 2.47785
O 15.85592 -23.57948 3.66002
H 16.33967 -22.88642 4.10936
H 15.19953 -23.11571 3.14012
O 17.17523 -20.08967 0.55957
H 16.79679 -19.59608 -0.16803
H 17.25316 -20.98419 0.22792
*
```

---

# 4
6 unconnected molecules or ions with the total composition H12O5S2 in a non-equilibrium geometry, computed with the ωB97M-V functional and the def2-TZVPD basis.

For the energy relative to the best compared isomer or geometry (same formula, charge and spin), the calculation gives 42.7 kcal per mole. The calculation puts the frontier orbital gap at 9.3 eV. The total energy comes out at -1179.7092 a.u. Its LUMO energy is -0.0012 hartree. As for the SMILES: SS.O.O.O.O.O.

```
! RIJCOSX wB97M-V def2-TZVPD def2/J DEFGRID3
* xyz 0 1
S 3.50114 1.42078 -0.86832
S 3.14904 -0.55184 -1.78615
H 4.77621 1.00106 -0.49300
H 3.25520 -0.26078 -3.12310
H -3.41008 -1.64419 4.71629
H -4.14619 -1.12081 3.54000
O -3.29707 -1.04597 3.96248
H -5.83043 4.62654 -0.53752
H -4.69487 3.42808 -1.04846
O -4.92078 4.35651 -0.76453
H -0.33422 -3.60081 1.41162
H 0.60537 -4.73407 1.72736
O -0.11575 -4.17313 2.16406
H -2.75473 0.17731 -1.56721
H -2.27556 1.55761 -2.16897
O -2.20327 0.89327 -1.44786
H -0.08405 -1.26336 1.52218
H -1.61346 -1.25826 1.17594
O -0.70014 -1.38212 0.75040
*
```

---

# 5
6 unconnected molecules or ions with the total composition H12O5S2 in a non-equilibrium geometry, computed with the ωB97M-V functional and the def2-TZVPD basis.

For the energy relative to the best compared isomer or geometry (same formula, charge and spin), the calculation gives 46.1 kcal per mole. The calculation puts the frontier orbital gap at 9.5 eV. The total energy comes out at -1179.7039 a.u. Its LUMO energy is -0.0082 hartree. As for the SMILES: SS.O.O.O.O.O.

```
! RIJCOSX wB97M-V def2-TZVPD def2/J DEFGRID3
* xyz 0 1
S 3.84725 -1.22698 0.18448
S 5.85388 -0.82353 -0.59380
H 4.12127 -1.98417 1.15699
H 5.59361 -1.75989 -1.53229
H -1.34592 6.72831 -0.35447
H -1.87421 5.30599 -0.56439
O -1.86836 6.03162 0.07604
H -2.65885 -4.29106 -1.47522
H -2.98913 -4.15535 -0.10526
O -3.28987 -3.70393 -0.93765
H 3.08544 2.42551 -2.91598
H 4.52772 2.57967 -2.26698
O 3.87514 3.11109 -2.76554
H -0.77213 1.59899 2.69821
H -0.55626 0.33330 3.33451
O -0.27037 0.82442 2.55285
H -5.56287 -3.05614 1.13310
H -4.72728 -4.26962 0.81036
O -4.98907 -3.66823 1.56505
*
```

---

# 6
6 unconnected molecules or ions with the total composition H12O6 in a non-equilibrium geometry, computed with the ωB97M-V functional and the def2-TZVPD basis.

For the energy relative to the best compared isomer or geometry (same formula, charge and spin), the calculation gives 50.2 kcal per mole. The calculation puts the frontier orbital gap at 11.2 eV. The total energy comes out at -458.5924 a.u. Its LUMO energy is 0.0028 hartree. As for the SMILES: O.O.O.O.O.O.

```
! RIJCOSX wB97M-V def2-TZVPD def2/J DEFGRID3
* xyz 0 1
H -0.23838 -0.39317 -0.13502
H -1.41012 -0.11524 0.73297
H 3.05619 0.24646 -1.47125
H 1.66305 0.52928 -1.84814
H 1.79853 3.46512 1.28428
H 0.51853 3.54250 2.17539
H -0.90016 -1.90062 -2.86013
H 0.35230 -2.59692 -2.57265
H 1.05648 0.58123 3.70179
H 2.15208 1.45217 3.09393
H -4.09398 -3.34282 -1.91950
H -3.73007 -2.37369 -0.88781
O -0.68245 0.37199 0.22012
O 2.22867 -0.20596 -1.77463
O 1.31582 3.92828 2.02182
O -0.16534 -1.91277 -2.22287
O 1.57599 1.35208 3.91157
O -4.49714 -2.62792 -1.44985
*
```

---

# 7
6 unconnected molecules or ions with the total composition H12O6 in a non-equilibrium geometry, computed with the ωB97M-V functional and the def2-TZVPD basis.

For the energy relative to the best compared isomer or geometry (same formula, charge and spin), the calculation gives 28.6 kcal per mole. The calculation puts the frontier orbital gap at 10.5 eV. The total energy comes out at -458.6269 a.u. Its LUMO energy is 0.0045 hartree. As for the SMILES: O.O.O.O.O.O.

```
! RIJCOSX wB97M-V def2-TZVPD def2/J DEFGRID3
* xyz 0 1
O 3.54580 1.07007 2.08884
H 2.87867 0.52107 1.67681
H 3.74518 0.62717 2.91366
O 0.46018 0.49778 -0.69277
H 0.60724 -0.04421 0.08237
H -0.38770 0.91392 -0.53730
O 1.60952 -0.84288 1.47857
H 1.74556 -1.76677 1.26845
H 1.26771 -0.84792 2.37265
O -2.29538 1.28590 -0.74023
H -2.64672 1.95762 -0.15577
H -2.55901 1.56811 -1.61608
O -3.52829 -0.87069 0.31225
H -4.19308 -1.35280 -0.17955
H -3.03443 -0.39436 -0.35517
O 0.89674 -0.71425 -3.02362
H 0.92472 -0.05639 -2.32887
H 0.96327 -1.55139 -2.56426
*
```

---

# 8
6 unconnected molecules or ions with the total composition H12O6 in a non-equilibrium geometry, computed with the ωB97M-V functional and the def2-TZVPD basis.

For the energy relative to the best compared isomer or geometry (same formula, charge and spin), the calculation gives 34.0 kcal per mole. The calculation puts the frontier orbital gap at 10.7 eV. The total energy comes out at -458.6183 a.u. Its LUMO energy is -0.0043 hartree. As for the SMILES: O.O.O.O.O.O.

```
! RIJCOSX wB97M-V def2-TZVPD def2/J DEFGRID3
* xyz 0 1
O 2.46961 -1.77506 -1.03061
H 1.64861 -1.27806 -1.02961
H 3.09461 -1.10206 -1.39961
O 0.60161 -0.88506 2.14639
H 0.53461 -0.29406 2.89639
H 1.49861 -1.27406 2.18839
O -2.57839 -0.73506 -0.48361
H -2.75339 -0.12306 -1.18361
H -2.40139 -0.14206 0.25539
O 0.19161 -0.35706 -0.46261
H 0.33561 -0.59706 0.43939
H -0.75039 -0.54306 -0.54161
O -0.42139 0.88794 -3.08361
H 0.00661 0.75494 -2.22661
H -0.32739 1.85894 -3.18761
O -0.21439 2.17694 2.10139
H -0.99139 1.72394 1.68539
H 0.05661 1.70294 2.91639
*
```

---

# 9
6 unconnected molecules or ions with the total composition H12O6, computed with the ωB97M-V functional and the def2-TZVPD basis.

For the energy relative to the best compared isomer or geometry (same formula, charge and spin), the calculation gives 23.3 kcal per mole. The calculation puts the frontier orbital gap at 10.8 eV. The total energy comes out at -458.6353 a.u. Its LUMO energy is 0.0045 hartree. As for the SMILES: O.O.O.O.O.O.

```
! RIJCOSX wB97M-V def2-TZVPD def2/J DEFGRID3
* xyz 0 1
O -0.52956 -0.18189 -0.27037
H -0.40084 -0.06545 -1.21819
H -0.59975 0.71709 0.09138
O 1.41669 -1.39313 1.48548
H 1.37719 -2.35267 1.51568
H 0.80419 -1.13072 0.78121
O 0.75427 -0.26178 -3.98966
H 1.36449 -0.87737 -4.40769
H -0.03044 -0.78988 -3.81167
O 2.16468 1.41079 1.05800
H 2.29111 0.52345 1.41785
H 1.21002 1.53836 1.05409
O -2.46042 -2.00544 0.68045
H -3.17250 -1.45287 1.01220
H -1.74056 -1.38779 0.45153
O -0.68936 2.24080 1.21626
H -1.46450 2.34946 1.77690
H -0.29473 3.11904 1.15654
*
```

---

# 10
6 unconnected molecules or ions with the total composition H12O6 in a non-equilibrium geometry, computed with the ωB97M-V functional and the def2-TZVPD basis.

For the energy relative to the best compared isomer or geometry (same formula, charge and spin), the calculation gives 20.6 kcal per mole. The calculation puts the frontier orbital gap at 11.1 eV. The total energy comes out at -458.6396 a.u. Its LUMO energy is 0.0107 hartree. As for the SMILES: O.O.O.O.O.O.

```
! RIJCOSX wB97M-V def2-TZVPD def2/J DEFGRID3
* xyz 0 1
O 5.09986 7.61368 8.41911
H 4.53763 7.34830 7.63151
H 4.95605 6.87458 9.03154
O 7.59785 6.62850 7.64673
H 7.92856 7.37447 7.14795
H 6.70296 6.94070 7.78692
O 6.16599 4.35152 8.11985
H 5.79945 4.08888 8.99047
H 7.07038 4.69010 8.33080
O 4.41205 3.64581 3.34161
H 4.80989 2.81769 3.06279
H 3.45936 3.62621 3.27488
O 4.27150 7.11859 5.56939
H 4.92253 6.42776 5.47239
H 3.58296 6.74232 5.01879
O 6.05171 5.13611 5.26862
H 5.42118 4.63472 4.74717
H 6.06390 4.59823 6.08697
*
```

---

- What is the total energy in the fourth record?
  -1179.7092 a.u.